# C7H16N

A cluster of 2 separate species, C7H16N in total at a distorted geometry (ωB97M-V/def2-TZVPD, the Open Molecules 2025 dataset).

Results
Energy relative to the best compared isomer or geometry (same formula, charge and spin), kcal/mol: 25.8
Charge: +1
E, Eh: -330.787555
Max |F|, eV/Å: 1.0
Highest occupied orbital energy, eV: -12.47

Geometry (Å):
C (3.278472, -1.883773, -0.099829)
C (2.541664, -1.234025, -0.990711)
C (1.166900, -1.609072, -1.317679)
C (0.461755, -1.063497, -2.309424)
H (2.881389, -2.756380, 0.407950)
H (4.288897, -1.571525, 0.121451)
H (2.940399, -0.376190, -1.522112)
H (0.748074, -2.415783, -0.717804)
H (-0.557895, -1.361993, -2.521397)
H (0.916709, -0.341652, -2.979647)
C (-1.036691, 0.148968, 1.937471)
C (-1.816586, 1.010862, 0.951466)
C (-1.385584, 2.468867, 1.046453)
N (-1.417235, 0.538097, -0.441470)
H (-1.300205, -0.904272, 1.854513)
H (0.033770, 0.246944, 1.738310)
H (-1.197713, 0.493555, 2.956814)
H (-2.889567, 0.857188, 1.023235)
H (-0.341108, 2.546750, 0.745209)
H (-1.465414, 2.799422, 2.077806)
H (-1.979793, 3.103488, 0.389655)
H (-1.631329, -0.440321, -0.638985)
H (-1.839042, 1.160722, -1.132225)
H (-0.399865, 0.583619, -0.579051)

Cartesian forces, eV/Å:
C -0.05 -0.05 0.03
C -0.17 0.16 -0.16
C 0.12 -0.16 0.05
C 0.02 0.10 0.03
H 0.10 0.05 0.07
H 0.03 -0.09 0.04
H 0.09 -0.01 -0.01
H -0.10 0.08 -0.01
H 0.05 -0.19 -0.16
H -0.08 0.08 0.06
C -0.01 0.03 -0.19
C 0.98 -0.20 0.20
C -0.28 -0.33 -0.25
N 0.03 0.34 0.09
H -0.07 -0.05 0.14
H 0.02 0.00 0.01
H -0.15 -0.10 -0.02
H -0.07 0.10 0.03
H 0.12 0.09 0.09
H -0.11 0.16 -0.04
H -0.04 0.15 0.14
H -0.34 0.09 0.00
H -0.07 -0.30 -0.22
H -0.01 0.06 0.08